Entry 1:
Computed, not measured: CaH16NO11 as an isolated structure at a distorted geometry, with ωB97M-V with the def2-TZVPD basis set.

```
29
Properties=species:S:1:pos:R:3:mulliken_charge:R:1
Ca -17.1300 -10.8992 10.1500 -0.892
N -20.2415 -9.9448 8.9813 0.766
O -20.4219 -10.8743 8.2488 -0.610
O -21.1597 -9.1486 9.1863 -0.609
O -19.2320 -9.8398 9.7294 -0.489
O -17.5829 -11.9626 8.1504 -0.235
H -17.5354 -12.9141 8.0573 0.173
H -18.1668 -11.6814 7.4461 0.158
O -18.0582 -7.4127 11.1456 -0.535
H -18.2416 -8.1869 10.6134 0.335
H -17.7604 -6.7548 10.5173 0.281
O -16.6443 -9.0514 8.4678 -0.016
H -17.3692 -8.8362 7.8809 0.172
H -15.8624 -8.7541 8.0025 0.124
O -14.8820 -11.5474 9.0780 0.393
H -13.9570 -11.4278 9.2931 -0.021
H -14.8914 -11.6943 8.1322 0.107
O -15.7906 -9.1229 11.1019 0.262
H -15.2051 -8.7238 10.4584 0.053
H -15.3216 -9.0472 11.9328 0.024
O -16.1461 -12.2429 11.7829 -0.042
H -15.8917 -13.1600 11.8855 0.139
H -15.4379 -11.7496 12.1968 0.114
O -18.4012 -12.9777 10.7980 -0.163
H -19.2521 -13.0315 11.2331 0.167
H -18.1504 -13.8892 10.6478 0.172
O -18.0532 -10.3794 12.4783 -0.242
H -17.7068 -9.5979 12.9089 0.226
H -18.6896 -10.7336 13.0994 0.187
```

## Properties
LUMO energy (spin up / spin down) = -0.28 / -0.34 eV
Spin multiplicity = 2
Gap between HOMO and LUMO (spin up / spin down) = 3.0 / 8.5 eV


Entry 2:
Computed, not measured: C60H63GeKN10O2S3Se as an isolated structure at a distorted geometry, with ωB97M-V with the def2-TZVPD basis set.

```
141
Properties=species:S:1:pos:R:3:mulliken_charge:R:1
K -0.5945 1.5137 -0.9304 0.683
C 4.7883 -3.6484 1.0394 -1.976
C 4.9427 -2.6211 -0.0897 1.950
C 6.3007 -1.9252 0.0918 -1.834
C 4.9039 -3.3721 -1.4277 -1.719
C 3.8260 -1.5830 -0.1202 0.520
C 3.7856 -0.6039 -1.1109 -0.966
C 2.7221 0.2911 -1.1463 -1.731
N 1.7332 0.2948 -0.2759 1.757
C 1.7337 -0.6512 0.6752 -0.883
C 2.7689 -1.5857 0.7834 -0.529
C 0.5903 -0.6235 1.5975 0.345
C 0.4196 -1.5490 2.6381 -0.378
C -0.6727 -1.4676 3.4838 0.985
C -1.5711 -0.4199 3.2544 -0.602
C -1.3344 0.4485 2.1994 -1.573
N -0.2913 0.3615 1.4041 1.169
C -0.9486 -2.4996 4.5672 1.712
C -2.2292 -3.2435 4.1629 -1.604
C -1.1406 -1.8126 5.9269 -1.926
C 0.1811 -3.5252 4.7141 -2.056
H 5.5950 -4.3783 0.9752 0.467
H 3.8478 -4.1859 0.9490 0.319
H 4.8402 -3.1793 2.0216 0.331
H 7.1122 -2.6528 0.0530 0.469
H 6.3422 -1.4194 1.0564 0.384
H 6.4679 -1.1877 -0.6882 0.296
H 5.6476 -4.1687 -1.4456 0.464
H 5.0924 -2.6989 -2.2589 0.360
H 3.9174 -3.8057 -1.5748 0.347
H 4.5459 -0.5302 -1.8728 0.466
H 2.6730 1.0447 -1.9204 0.474
H 2.7541 -2.3089 1.5832 0.432
H 1.1430 -2.3339 2.7647 0.186
H -2.4526 -0.2812 3.8603 0.398
H -2.0222 1.2518 1.9775 0.401
H -3.0738 -2.5637 4.1001 0.254
H -2.4700 -4.0230 4.8845 0.500
H -2.1013 -3.7032 3.1848 0.311
H -1.9401 -1.0773 5.8940 0.295
H -0.2220 -1.3109 6.2295 0.410
H -1.3915 -2.5511 6.6881 0.458
H 0.3476 -4.0606 3.7822 0.399
H -0.0885 -4.2549 5.4771 0.450
H 1.1096 -3.0455 5.0211 0.396
S 1.2475 1.3852 -4.1690 -0.465
C 0.8848 -0.2700 -4.3878 0.420
S 1.6846 -1.3983 -3.3913 -0.366
C -0.0056 -0.6729 -5.3884 0.320
C -0.5740 0.2488 -6.2622 -0.068
N -1.0229 0.9871 -7.0298 -0.732
C -0.4197 -1.9885 -5.5773 0.000
N -0.8188 -3.0570 -5.7719 -0.747
N -0.9624 5.6701 -3.0036 -0.059
C -0.2784 4.5576 -2.6133 -0.664
N -0.5866 4.1641 -1.4183 0.216
C -1.5441 5.0359 -0.9652 0.041
C -2.2419 5.0774 0.2356 -0.302
C -3.1528 6.0984 0.4149 -0.748
C -3.3704 7.0697 -0.5647 -0.377
C -2.6951 7.0422 -1.7705 -1.067
C -1.7931 6.0080 -1.9634 0.515
H -0.9239 6.1085 -3.9080 0.228
H 0.4540 4.0780 -3.2360 0.426
H -2.0661 4.3257 0.9861 0.470
H -3.7193 6.1544 1.3351 0.385
H -4.0835 7.8628 -0.3749 0.355
H -2.8654 7.7933 -2.5310 0.384
C 5.1620 3.7796 -1.6565 -0.815
N 4.8975 4.5090 -0.4502 0.532
C 3.6849 4.5309 0.1861 -0.557
Se 2.1132 3.7767 -0.3356 -0.006
N 3.8373 5.3153 1.2997 0.054
C 5.1147 5.7988 1.3697 0.225
C 5.7444 6.6335 2.2787 -0.779
C 7.0847 6.9321 2.0357 -0.442
C 7.7558 6.4103 0.9444 -0.616
C 7.1301 5.5721 0.0230 -0.696
C 5.7929 5.2769 0.2516 0.663
H 4.2437 3.2676 -1.9489 0.127
H 5.9521 3.0436 -1.4871 0.362
H 5.4637 4.4611 -2.4561 0.297
H 3.0720 5.5080 1.9267 0.203
H 5.2218 7.0338 3.1324 0.429
H 7.6056 7.5931 2.7130 0.378
H 8.7959 6.6580 0.7957 0.372
H 7.6568 5.1788 -0.8317 0.438
C 3.0499 1.4201 2.9121 -1.529
N 2.2224 2.5976 2.8688 0.536
C 1.1201 2.7800 3.6100 0.298
N 0.7599 1.8135 4.5125 -0.380
S 0.3280 4.2313 3.5680 -0.413
H 4.0157 1.6739 2.4743 0.329
H 2.6164 0.5932 2.3445 1.006
H 3.1908 1.1228 3.9524 0.437
H 2.2398 3.1173 1.9900 -0.688
H 0.9291 0.8513 4.2532 0.051
H -0.1516 1.9649 4.9179 0.326
O -4.5012 0.2713 -1.1177 -0.718
C -3.3685 0.7226 -1.3447 0.857
O -2.7871 1.6184 -0.7057 -0.643
C -2.6043 0.1100 -2.5456 0.251
C -3.3787 -1.0143 -3.1817 -1.105
Ge -4.0850 -2.3662 -1.8819 2.155
C -5.2290 -2.0336 -0.2872 -0.633
C -6.6016 -1.8695 -0.3865 -0.017
C -7.3552 -1.5374 0.7250 -0.695
C -6.7360 -1.3453 1.9476 -0.711
C -5.3608 -1.4717 2.0470 -0.338
C -4.6159 -1.8249 0.9398 0.315
C -2.5253 -3.4280 -1.2031 0.050
C -2.4720 -4.8138 -1.3170 -0.370
C -1.3499 -5.5232 -0.9258 -0.955
C -0.2488 -4.8541 -0.4184 -0.834
C -0.2864 -3.4774 -0.2917 -0.583
C -1.4176 -2.7786 -0.6726 0.086
C -4.9692 -3.7232 -3.0772 -0.688
C -6.1030 -4.4536 -2.7443 -0.197
C -6.6254 -5.3999 -3.6113 -0.660
C -6.0201 -5.6364 -4.8338 -0.341
C -4.8856 -4.9213 -5.1787 -0.770
C -4.3685 -3.9822 -4.3057 -0.180
H -1.6348 -0.2464 -2.1899 -0.864
H -2.4199 0.9089 -3.2704 0.708
H -2.7340 -1.5615 -3.8678 0.137
H -4.2262 -0.6192 -3.7430 0.439
H -7.0764 -1.9886 -1.3519 0.460
H -8.4282 -1.4108 0.6360 0.349
H -7.3235 -1.0836 2.8195 0.360
H -4.8677 -1.2736 2.9910 0.276
H -3.5405 -1.9203 1.0216 0.159
H -3.3221 -5.3424 -1.7291 0.358
H -1.3228 -6.6019 -1.0281 0.348
H 0.6401 -5.4004 -0.1258 0.414
H 0.5708 -2.9381 0.0839 0.723
H -1.4396 -1.7012 -0.5586 0.115
H -6.5783 -4.2840 -1.7854 0.348
H -7.5088 -5.9615 -3.3322 0.380
H -6.4218 -6.3787 -5.5146 0.337
H -4.3880 -5.0930 -6.1239 0.443
H -3.4675 -3.4503 -4.5782 0.311
```

## Properties
LUMO energy = 3.13 eV
Net charge = -2
Energy above the lowest of the compared OMol25 structures with the same formula, charge and spin = 14.9 kcal per mole
Gap between HOMO and LUMO = 4.3 eV


Entry 3:
Computed, not measured: a 2-piece molecular cluster, C3H3IS overall at a distorted geometry, with ωB97M-V with the def2-TZVPD basis set.

```
8
Properties=species:S:1:pos:R:3:mulliken_charge:R:1
C 2.3449 -0.1761 -0.5885 -0.010
C 1.3863 0.2050 0.0624 -0.032
C 0.2983 0.8456 0.6270 -0.548
S -0.6386 2.1023 0.0921 -0.130
H 3.2625 -0.2850 -1.0123 0.448
H 0.0796 0.4514 1.7112 0.267
I -3.8411 -0.0095 -0.0591 -0.077
H -2.3911 -0.7041 0.4774 0.083
```

## Properties
LUMO energy = -1.40 eV
Energy above the lowest of the compared OMol25 structures with the same formula, charge and spin = 21.6 kcal per mole
Gap between HOMO and LUMO = 7.7 eV


Entry 4:
Computed, not measured: an isolated ion of composition C23H38NO3 and charge +1, with ωB97M-V with the def2-TZVPD basis set.

```
65
Properties=species:S:1:pos:R:3:mulliken_charge:R:1
C 5.9067 -1.9608 -0.3289 -1.356
C 4.6621 -1.5396 -1.0965 -0.586
N 3.3866 -1.5217 -0.3172 0.628
C 3.5040 -0.5202 0.7937 -0.543
C 2.2218 -0.1970 1.5462 -1.230
C 3.0950 -2.8597 0.2904 -0.453
C 3.1361 -4.0562 -0.6488 -1.340
C 2.2705 -1.1738 -1.2425 -1.016
C 2.3778 0.1747 -1.9610 -0.432
C 0.9748 0.6307 -2.3556 -1.196
O 0.2427 0.7724 -1.1427 -0.113
C -1.0731 0.9970 -1.2480 -0.796
O -1.6432 1.0949 -2.2982 -0.566
C -1.7356 1.0010 0.1259 3.054
O -0.7313 1.2544 1.0864 -0.606
C -2.2936 -0.4174 0.2568 -0.716
C -1.8149 -1.2681 1.2443 -0.163
C -2.3161 -2.5528 1.3669 -1.029
C -3.2939 -3.0032 0.4978 -0.453
C -3.7619 -2.1645 -0.5005 -0.983
C -3.2637 -0.8803 -0.6252 -0.266
C -2.8583 2.0630 0.1587 -0.354
C -3.7059 1.9515 1.4273 -0.629
C -4.8278 2.9863 1.3993 -0.861
C -4.2533 4.3941 1.2780 -0.638
C -3.3934 4.5103 0.0235 -0.799
C -2.2746 3.4726 0.0369 -0.797
H 6.1537 -1.2681 0.4700 0.339
H 6.7408 -1.9593 -1.0265 0.443
H 5.8278 -2.9630 0.0809 0.322
H 4.8170 -0.5331 -1.4871 0.420
H 4.5161 -2.2091 -1.9451 0.509
H 4.2366 -0.9135 1.5000 0.517
H 3.9104 0.3996 0.3722 0.566
H 1.7816 -1.0769 2.0062 0.363
H 2.4828 0.4883 2.3492 0.475
H 1.4746 0.3011 0.9337 0.076
H 2.1002 -2.7997 0.7330 0.355
H 3.8142 -3.0189 1.0950 0.532
H 4.1205 -4.2212 -1.0760 0.303
H 2.4066 -3.9869 -1.4501 0.350
H 2.8855 -4.9381 -0.0637 0.460
H 2.1962 -1.9632 -1.9909 0.413
H 1.3513 -1.1687 -0.6552 0.491
H 2.7843 0.9428 -1.3052 0.310
H 2.9920 0.1097 -2.8583 0.507
H 0.4697 -0.0957 -3.0017 0.424
H 1.0082 1.5894 -2.8814 0.427
H -1.1764 1.4969 1.9074 0.545
H -1.0521 -0.9188 1.9253 0.378
H -1.9447 -3.1995 2.1484 0.468
H -3.6885 -4.0028 0.5964 0.441
H -4.5203 -2.5108 -1.1855 0.438
H -3.6210 -0.2413 -1.4170 0.434
H -3.4972 1.8821 -0.7092 0.567
H -3.0888 2.1319 2.3136 0.291
H -4.1271 0.9468 1.5091 0.375
H -5.4259 2.9026 2.3081 0.390
H -5.4815 2.7854 0.5485 0.367
H -5.0642 5.1224 1.2392 0.359
H -3.6466 4.6177 2.1589 0.321
H -2.9629 5.5108 -0.0424 0.381
H -4.0167 4.3553 -0.8592 0.356
H -1.6029 3.6712 0.8758 0.240
H -1.6907 3.5472 -0.8833 0.289
```

## Properties
LUMO energy = -2.14 eV
Net charge = +1
Energy above the lowest of the compared OMol25 structures with the same formula, charge and spin = 0.0 kcal per mole
Gap between HOMO and LUMO = 9.3 eV